Molecular formula: C7H28N13O10
Method: DFT, wB97M-V/def2-TZVPD

CARTESIAN COORDINATES (ANGSTROEM)
N 0.180 0.118 -0.377
O 0.341 0.764 0.688
O -0.298 -0.996 -0.329
O 0.487 0.652 -1.442
C -2.929 1.547 -2.946
O -1.780 0.899 -3.478
H -3.571 0.840 -2.421
H -2.577 2.230 -2.173
H -3.438 2.159 -3.691
H -1.029 0.952 -2.881
C 1.506 -3.865 0.272
O 1.864 -5.008 0.483
N 1.268 -3.421 -0.928
N 1.474 -3.000 1.206
H 1.139 -4.136 -1.630
H 0.809 -2.522 -0.953
H 1.257 -2.020 1.093
H 1.777 -3.403 2.081
C -3.199 -3.031 -0.920
O -4.246 -3.600 -0.936
N -2.090 -3.553 -1.237
N -3.069 -1.814 -0.554
H -2.113 -4.448 -1.704
H -1.297 -2.993 -0.958
H -2.165 -1.426 -0.325
H -3.912 -1.384 -0.201
C -1.645 -0.276 3.701
O -1.323 0.813 4.080
N -1.335 -0.663 2.486
N -2.425 -1.094 4.362
H -0.790 0.007 1.963
H -1.615 -1.529 2.048
H -2.727 -0.906 5.308
H -2.310 -2.066 4.115
C -0.384 4.933 -0.724
O -0.478 6.063 -1.184
N 0.097 4.601 0.459
N -0.607 3.853 -1.453
H 0.024 3.679 0.864
H 0.225 5.438 1.009
H -0.886 3.974 -2.416
H -0.432 2.968 -0.999
C 2.748 0.577 3.308
O 2.873 1.660 2.775
N 3.424 0.156 4.321
N 1.926 -0.329 2.855
H 3.466 -0.762 4.741
H 3.954 0.917 4.720
H 1.872 -1.181 3.395
H 1.311 -0.079 2.094
C 2.938 1.348 -3.826
O 3.979 1.517 -4.517
N 1.952 0.530 -4.073
N 2.756 1.935 -2.697
H 2.174 -0.216 -4.717
H 1.405 0.304 -3.254
H 1.928 1.787 -2.139
H 3.516 2.499 -2.345

Its HOMO energy is -7.14 eV. Its largest force on an atom is 6.25 eV Å⁻¹. The frontier orbital gap comes out at 9.282 eV. The net charge is -1. For the energy above the lowest of the compared OMol25 structures with the same formula, charge and spin, the calculation gives 316.4 kJ/mol.

Molecular formula: C6H9N
Method: DFT, wB97M-V/def2-TZVPD

CARTESIAN COORDINATES (ANGSTROEM)
C -0.965 -1.685 0.328
C 0.086 -0.649 0.071
C 1.481 -0.894 0.150
C 2.126 0.257 -0.197
N 1.177 1.217 -0.446
C -0.095 0.671 -0.275
C -1.393 1.423 -0.096
H -0.931 -2.456 -0.453
H -1.977 -1.268 0.339
H -0.789 -2.190 1.285
H 1.936 -1.815 0.491
H 3.187 0.451 -0.288
H 1.431 2.102 -0.860
H -2.225 1.003 -0.673
H -1.347 2.489 -0.329
H -1.703 1.343 0.955

Its HOMO energy is -7.78 eV. As for the structure (SMILES): Cc1cc[nH]c1C. Its largest force on an atom is 0.50 eV Å⁻¹. The frontier orbital gap comes out at 8.845 eV. For the energy above the lowest of the compared OMol25 structures with the same formula, charge and spin, the calculation gives 27.8 kJ/mol.

Molecular formula: C7H15F2N2O
Method: DFT, wB97M-V/def2-TZVPD

CARTESIAN COORDINATES (ANGSTROEM)
C 3.609 0.064 0.066
C 3.160 0.297 1.414
C 2.173 0.356 0.317
C -3.387 0.105 -0.044
C -1.425 -1.030 1.150
C 1.659 1.696 -0.267
C -0.653 2.357 -0.208
N -1.427 -0.610 -1.077
N -1.953 -0.139 0.110
O 0.431 2.114 0.389
F -1.692 2.646 0.513
F -0.860 2.190 -1.504
H 4.092 0.824 -0.624
H 3.902 -1.013 -0.167
H 3.204 -0.703 1.977
H 3.299 1.154 2.189
H 1.309 -0.517 0.281
H -3.701 0.809 -0.919
H -4.032 -0.769 -0.312
H -3.753 0.588 0.775
H -0.548 -1.354 0.621
H -1.315 -0.592 2.111
H -2.154 -1.852 1.137
H 1.438 1.664 -1.356
H 2.374 2.620 -0.032
H -1.902 -0.137 -1.854
H -1.551 -1.673 -1.388

Its HOMO energy is -11.85 eV. Its largest force on an atom is 4.58 eV Å⁻¹. The frontier orbital gap comes out at 6.867 eV. The net charge is +1. For the energy above the lowest of the compared OMol25 structures with the same formula, charge and spin, the calculation gives 234.2 kJ/mol.

Molecular formula: C5H10O
Method: DFT, wB97M-V/def2-TZVPD

CARTESIAN COORDINATES (ANGSTROEM)
C -1.557 0.522 -0.056
C -1.068 -0.912 0.181
C 0.366 -0.715 0.654
C 1.520 -0.795 -0.297
C 1.108 0.573 0.124
O 0.792 1.454 -0.996
H -1.572 1.008 0.934
H -2.517 0.603 -0.548
H -0.813 1.041 -0.675
H -1.678 -1.474 0.910
H -1.083 -1.511 -0.736
H 0.581 -1.062 1.680
H 2.485 -1.180 0.011
H 1.230 -1.055 -1.313
H 1.637 1.125 0.884
H 0.570 2.377 -0.756

Its HOMO energy is -9.21 eV. As for the structure (SMILES): CC[C@H]1C[C@H]1O. Its largest force on an atom is 1.54 eV Å⁻¹. The frontier orbital gap comes out at 10.136 eV. For the energy above the lowest of the compared OMol25 structures with the same formula, charge and spin, the calculation gives 231.9 kJ/mol.